[1]
{"formula": "C12H22N2O", "method": "wB97M-V/def2-TZVPD", "species": ["C", "C", "C", "C", "C", "C", "C", "C", "C", "C", "C", "C", "H", "H", "H", "H", "H", "H", "H", "H", "H", "H", "H", "H", "H", "H", "H", "H", "H", "H", "H", "H", "H", "H", "N", "N", "O"], "coordinates": [[-0.71970, -3.54136, -3.92844], [-1.28841, -3.92513, -2.51720], [-0.40838, -3.58453, -1.23718], [0.19309, -2.14980, -1.22816], [-0.48742, -0.76659, -0.86826], [-0.95047, -0.23889, 0.54789], [0.12663, 0.67143, 1.21019], [1.59276, 0.20050, 1.21128], [2.37816, 1.18965, 2.02116], [-0.10350, 2.82784, -0.22670], [-0.65285, 4.02325, 0.01767], [-0.96926, 3.94516, 1.35470], [-0.85580, -2.46612, -4.12771], [0.26981, -3.88409, -4.09376], [-1.32226, -3.99548, -4.84268], [-2.45132, -3.67614, -2.38418], [-1.34364, -4.96823, -2.46580], [-1.07306, -3.69182, -0.33940], [0.33759, -4.35308, -1.27116], [0.54745, -2.06756, -2.20702], [1.10031, -2.19882, -0.54912], [0.09900, -0.03595, -1.33307], [-1.45304, -0.71424, -1.39298], [-1.22799, -1.15225, 1.08292], [-1.86539, 0.37637, 0.45881], [-0.15945, 0.64684, 2.37861], [1.84720, 0.13304, 0.08651], [1.98338, 1.27340, 3.01446], [2.43860, 2.07382, 1.36775], [3.37894, 0.86470, 2.20110], [0.81015, -1.50790, 1.80443], [-0.03769, 2.46813, -1.20927], [-0.58115, 4.87379, -0.64400], [-1.34101, 4.71654, 2.09453], [-0.11062, 2.03545, 0.85635], [-0.56220, 2.78134, 1.86644], [1.66815, -1.04271, 1.89622]], "atomic_forces_ev_per_a": [[-3.05, 0.00, -0.95], [-1.76, 1.32, 0.22], [-2.80, 1.70, -0.33], [1.18, -0.23, 2.90], [-2.93, -1.28, -0.16], [1.44, -0.82, -1.14], [-1.48, -1.88, 3.33], [-1.11, -0.11, -1.12], [0.70, 0.16, -1.59], [0.10, -2.15, -2.09], [0.22, 1.65, 0.00], [0.31, 0.86, 3.06], [0.60, -0.24, 0.24], [1.14, -0.02, 0.12], [0.87, 0.49, 2.14], [2.58, 0.20, -0.40], [-0.03, -1.85, -0.17], [0.66, -0.39, -0.66], [0.81, -0.03, 0.50], [0.88, 0.72, -1.54], [-0.67, -0.03, -0.82], [1.06, 1.16, -0.72], [0.27, -0.22, -0.48], [0.14, 0.35, 0.66], [0.46, -0.41, -0.07], [0.64, 0.34, -2.55], [0.48, -0.11, 1.66], [-0.74, 0.65, 0.24], [-0.08, 0.31, 1.00], [0.88, -0.47, -0.29], [0.80, 0.28, 0.00], [0.96, -0.81, -1.09], [-0.59, -0.13, -0.01], [0.42, -1.04, -1.24], [-0.10, 1.84, 0.76], [-1.45, 0.67, 1.10], [-0.79, -0.48, -0.51]], "mulliken_charge": [-1.1327, -0.4208, -0.6861, -0.8270, -0.6549, -0.8063, -0.7043, 0.7287, -1.5099, -0.3342, -0.5767, -0.2754, 0.2807, 0.3296, 0.3162, 0.2347, 0.4080, 0.2163, 0.3702, 0.4355, 0.2436, 0.4628, 0.3541, 0.5372, 0.3952, 0.2531, 0.1408, 0.3435, 0.3270, 0.4915, 0.3807, 0.4109, 0.3723, 0.3564, 1.1538, -1.0192, -0.5954], "homo_ev": -9.4, "multiplicity": 1, "energy_ev": -17825.554, "lumo_energy_ha": 0.0296, "e_above_lowest_kcal_mol": 82.3, "largest_force_ev_per_a": 4.102, "orbital_gap_ev": 10.191}

---

[2]
{"formula": "C12H22N3", "method": "wB97M-V/def2-TZVPD", "species": ["C", "C", "C", "C", "C", "C", "C", "C", "C", "C", "C", "C", "N", "N", "N", "H", "H", "H", "H", "H", "H", "H", "H", "H", "H", "H", "H", "H", "H", "H", "H", "H", "H", "H", "H", "H", "H"], "coordinates": [[-0.12842, -2.83981, 1.59376], [1.22036, -2.63825, 1.62748], [0.25538, -0.89656, 0.68950], [-1.03574, 2.34186, 1.34619], [0.08259, 1.81589, 0.58734], [-1.78653, 1.09887, 1.69488], [-0.31090, 0.38171, -0.03062], [-0.85378, -1.18473, -1.96890], [1.35176, 0.21175, -1.76954], [-0.91171, 1.31146, -2.26336], [2.78907, -0.76434, 0.93331], [-0.16008, 0.18602, -1.56561], [-0.69441, -1.63888, 1.16470], [1.48915, -1.41150, 1.02165], [-1.74011, 0.26797, 0.46835], [-0.76042, -3.49247, 2.07147], [1.88793, -3.33346, 2.08272], [-0.88119, 2.73947, 2.32243], [-1.65093, 3.06600, 0.80212], [0.46128, 2.25545, -0.25698], [0.92739, 1.67681, 1.28115], [-1.06673, 0.44496, 2.29378], [-2.81070, 1.18866, 2.19723], [-0.35969, -1.43695, -2.84120], [-1.88835, -0.92402, -2.39761], [-0.79644, -1.92262, -1.24704], [1.74131, 1.05093, -1.26711], [2.04567, -0.60229, -1.80744], [1.62974, 0.53692, -2.73278], [-0.73677, 1.13789, -3.28756], [-0.55926, 2.21525, -1.93418], [-1.94167, 1.26234, -2.04525], [3.23880, -0.87597, 1.82119], [3.42730, -1.16800, 0.24132], [2.59959, 0.21307, 0.63656], [-1.64611, -0.88393, 0.72837], [-2.42737, 0.61050, -0.19030]], "atomic_forces_ev_per_a": [[0.91, 3.27, 0.21], [-1.07, -0.31, -0.49], [1.19, 1.43, 0.78], [-2.62, 0.83, 0.29], [2.52, -3.38, 0.56], [-0.10, -2.20, 1.02], [-0.39, 0.00, 1.70], [-1.37, 4.04, -1.32], [-0.31, 0.71, -1.43], [0.97, -2.19, 0.22], [-2.70, -0.32, -1.17], [-0.91, -1.44, 1.64], [0.69, -2.77, -0.78], [-1.38, -0.55, -0.30], [-0.70, 0.71, -1.09], [-0.87, -1.86, 0.82], [0.93, 0.14, -0.14], [1.04, 0.97, 0.46], [-0.03, -0.14, -0.04], [0.69, 2.26, -1.53], [-0.06, -0.04, -0.36], [-1.29, 1.20, 0.37], [1.49, -0.24, -0.95], [1.19, -1.16, -1.73], [1.11, -0.78, 1.30], [-0.19, -1.52, 1.16], [0.84, 0.72, 1.32], [-0.31, -1.27, 1.27], [-0.54, 0.65, -1.97], [-0.09, 0.36, -1.45], [0.92, 2.50, 0.28], [-1.31, -0.13, 0.04], [1.60, 0.16, 3.46], [1.24, -1.39, -2.05], [0.02, 1.88, -0.05], [-1.14, 0.12, 0.38], [0.03, -0.25, -0.42]], "mulliken_charge": [-0.7983, -0.3718, -1.1548, -0.8430, -0.9998, -0.5286, 0.6499, -1.7369, -1.8650, -1.9437, -1.1460, 2.0707, -0.2124, 0.1567, -0.1890, 0.4958, 0.4816, 0.3561, 0.2984, 0.7707, 0.3000, 0.2707, 0.4255, 0.5766, 0.3450, 0.4264, 0.5447, 0.4135, 0.5218, 0.5415, 0.4641, 0.5086, 0.4403, 0.3960, 0.4230, 0.5142, 0.3976], "homo_ev": -12.8, "multiplicity": 1, "energy_ev": -17262.799, "total_charge": 1, "lumo_energy_ha": -0.0789, "e_above_lowest_kcal_mol": 36.0, "largest_force_ev_per_a": 4.461, "orbital_gap_ev": 10.637}

---

[3]
{"formula": "C12H22N3", "method": "wB97M-V/def2-TZVPD", "species": ["C", "C", "C", "C", "C", "C", "C", "C", "C", "C", "C", "C", "N", "N", "N", "H", "H", "H", "H", "H", "H", "H", "H", "H", "H", "H", "H", "H", "H", "H", "H", "H", "H", "H", "H", "H", "H"], "coordinates": [[2.55292, 0.90761, 0.32216], [2.55461, -0.45807, -0.07875], [0.49282, 0.05789, 0.35393], [-3.44072, -0.92239, 0.84243], [-2.51770, -2.01273, 0.25122], [-1.88282, -0.71884, 0.88415], [3.54634, 2.00106, 0.26581], [3.80631, -1.29639, -0.46647], [-1.44157, 0.21344, -1.41885], [0.80063, -2.26295, -0.19877], [-1.56692, 2.85154, -0.23396], [-1.19184, 0.31319, 0.06347], [1.22493, 1.14792, 0.62665], [1.27005, -0.91007, 0.01060], [-1.62198, 1.60955, 0.53956], [-3.96902, -0.40568, 0.07147], [-3.94543, -1.09949, 1.78735], [-2.32933, -2.85847, 0.79808], [-2.57456, -2.12089, -0.82796], [-1.34897, -0.85816, 1.79755], [4.50370, 1.53212, -0.14751], [3.13564, 2.80786, -0.25765], [3.73546, 2.37436, 1.36480], [3.56808, -1.77178, -1.44475], [4.49946, -0.38341, -0.57236], [3.94374, -1.90022, 0.46236], [-2.52295, 0.49951, -1.61570], [-0.95976, 0.95889, -1.94828], [-1.31496, -0.66683, -1.93918], [-0.16754, -2.48370, 0.41322], [0.50572, -2.27361, -1.21808], [1.63964, -3.01083, 0.07809], [-2.19096, 3.66455, 0.17124], [-0.54554, 3.32821, -0.53245], [-1.85562, 2.57829, -1.26303], [0.66361, 2.01629, 0.81007], [-1.49606, 1.66643, 1.57589]], "atomic_forces_ev_per_a": [[-1.56, 1.01, -0.08], [0.09, -1.74, -0.45], [-9.04, 2.43, 1.94], [2.56, -1.02, 0.07], [-0.39, 3.58, 0.09], [-2.28, -1.65, -1.27], [1.95, -2.39, 2.53], [-1.91, 3.27, 0.57], [-3.23, 1.52, 0.82], [0.08, -1.43, 1.88], [1.46, 0.11, -1.59], [2.09, 0.04, -0.98], [1.29, 4.51, 1.25], [5.37, -4.49, -1.73], [0.97, 0.48, 1.58], [-0.30, 0.53, -0.05], [0.05, 0.05, -0.26], [0.12, -2.09, 1.14], [0.21, 0.02, 0.22], [-0.23, -0.34, 0.83], [-1.14, 1.40, 0.47], [-0.25, 1.29, -1.12], [-0.17, -0.68, -1.97], [0.65, -0.15, 0.96], [-0.09, -2.29, 0.03], [0.60, -0.03, -1.19], [0.84, -0.49, 0.35], [1.50, 1.47, -1.02], [0.67, -2.25, -0.49], [2.08, 0.60, -0.84], [-0.17, -0.84, -1.07], [-1.54, 1.16, -0.72], [0.14, -0.69, -0.09], [-0.92, -0.73, 1.23], [-0.70, 0.46, 0.61], [1.56, -0.92, -0.29], [-0.37, 0.28, -1.38]], "mulliken_charge": [0.4128, 0.4306, -0.9543, -0.8416, -0.8164, -0.9752, -1.0801, -1.0699, -2.5863, -0.8247, -0.8011, 2.4201, -0.0754, 0.2141, -0.3820, 0.2529, 0.3173, 0.5227, 0.2593, 0.7521, 0.3181, 0.3454, 0.3081, 0.3542, 0.2091, 0.3742, 0.4464, 0.6196, 0.4867, 0.1510, 0.3534, 0.3844, 0.3629, 0.1928, 0.2561, 0.3282, 0.3347], "homo_ev": [-8.4, -12.0], "multiplicity": 3, "energy_ev": -17258.329, "total_charge": 1, "lumo_energy_ha": [-0.0904, -0.2298], "e_above_lowest_kcal_mol": 62.8, "largest_force_ev_per_a": 9.557, "s_squared": 2.005, "orbital_gap_ev": [5.922, 5.707]}